Below is a cluster of 7 separate species, C39H97N7O in total, with properties calculated with wB97M-V/def2-TZVPD.

Bonds (Å) are listed after each position.
Element x y z (Å)
1 C 1.328 -3.093 -2.687  C2 1.485, H8 1.090, H9 1.090, H10 1.090
2 C 0.738 -4.384 -2.252  C1 1.485, N3 1.486, H11 1.090, H12 1.090
3 N 1.132 -4.895 -0.913  C2 1.486, C4 1.500, C6 1.462
4 C 2.606 -5.010 -0.655  N3 1.500, C5 1.519, H13 1.090, H14 1.090
5 C 3.241 -6.021 -1.595  C4 1.519, H15 1.090, H16 1.090, H17 1.090
6 C 0.553 -4.137 0.195  N3 1.462, C7 1.524, H18 1.090, H19 1.090
7 C -0.971 -4.118 0.211  C6 1.524, H20 1.090, H21 1.090, H22 1.090
8 H 1.176 -2.347 -1.907  C1 1.090
9 H 0.865 -2.702 -3.593  C1 1.090
10 H 2.407 -3.235 -2.756  C1 1.090
11 H -0.341 -4.395 -2.401  C2 1.090
12 H 1.061 -5.071 -3.034  C2 1.090
13 H 3.143 -4.068 -0.765  C4 1.090
14 H 2.714 -5.403 0.355  C4 1.090
15 H 4.251 -6.350 -1.349  C5 1.090
16 H 2.725 -6.982 -1.572  C5 1.090
17 H 3.274 -5.682 -2.630  C5 1.090
18 H 0.972 -3.139 0.322  C6 1.090
19 H 0.874 -4.558 1.147  C6 1.090
20 H -1.356 -3.666 1.125  C7 1.090
21 H -1.352 -5.134 0.101  C7 1.090
22 H -1.379 -3.548 -0.624  C7 1.090
23 C 1.036 3.667 0.714  C24 1.545, H30 1.090, H31 1.090, H32 1.090
24 C 0.509 4.334 -0.576  C23 1.545, N25 1.523, H33 1.090, H34 1.090
25 N -0.877 3.772 -0.863  C24 1.523, C26 1.465, C28 1.457
26 C -1.876 4.307 0.066  N25 1.465, C27 1.555, H35 1.090, H36 1.090
27 C -2.069 5.848 0.132  C26 1.555, H37 1.090, H38 1.090, H39 1.090
28 C -1.334 4.019 -2.224  N25 1.457, C29 1.559, H40 1.090, H41 1.090
29 C -0.449 3.357 -3.324  C28 1.559, H42 1.090, H43 1.090, H44 1.090
30 H 0.422 3.956 1.567  C23 1.090
31 H 2.078 3.975 0.804  C23 1.090
32 H 1.001 2.582 0.619  C23 1.090
33 H 0.387 5.415 -0.507  C24 1.090
34 H 1.270 4.113 -1.323  C24 1.090
35 H -2.794 3.738 -0.078  C26 1.090
36 H -1.596 4.035 1.084  C26 1.090
37 H -1.162 6.289 0.545  C27 1.090
38 H -2.273 6.306 -0.836  C27 1.090
39 H -2.906 6.137 0.768  C27 1.090
40 H -1.570 5.045 -2.507  C28 1.090
41 H -2.297 3.509 -2.204  C28 1.090
42 H 0.500 3.888 -3.390  C29 1.090
43 H -0.959 3.581 -4.261  C29 1.090
44 H -0.203 2.303 -3.196  C29 1.090
45 C -4.000 -2.378 0.878  C46 1.538, H52 1.090, H53 1.090, H54 1.090
46 C -5.046 -1.283 1.145  C45 1.538, N47 1.452, H55 1.090, H56 1.090
47 N -4.869 -0.651 2.439  C46 1.452, C48 1.410, C50 1.469
48 C -5.253 -1.415 3.559  N47 1.410, C49 1.528, H57 1.090, H58 1.090
49 C -6.765 -1.640 3.571  C48 1.528, H59 1.090, H60 1.090, H61 1.090
50 C -3.555 -0.063 2.729  N47 1.469, C51 1.525, H62 1.090, H63 1.090
51 C -3.250 1.226 1.974  C50 1.525, H64 1.090, H65 1.090, H66 1.090
52 H -4.121 -2.890 -0.077  C45 1.090
53 H -3.887 -3.076 1.707  C45 1.090
54 H -2.988 -1.978 0.814  C45 1.090
55 H -4.880 -0.542 0.363  C46 1.090
56 H -6.064 -1.654 1.031  C46 1.090
57 H -4.723 -2.367 3.540  C48 1.090
58 H -4.970 -1.051 4.547  C48 1.090
59 H -7.188 -0.643 3.693  C49 1.090
60 H -7.195 -2.078 2.671  C49 1.090
61 H -7.061 -2.321 4.370  C49 1.090
62 H -2.784 -0.807 2.527  C50 1.090
63 H -3.573 0.167 3.795  C50 1.090
64 H -4.104 1.903 1.990  C51 1.090
65 H -2.982 0.861 0.982  C51 1.090
66 H -2.377 1.742 2.374  C51 1.090
67 C 6.227 4.039 2.409  C68 1.541, H74 1.090, H75 1.090, H76 1.090
68 C 5.473 3.378 1.239  C67 1.541, N69 1.454, H77 1.090, H78 1.090
69 N 6.112 3.530 -0.058  C68 1.454, C70 1.460, C72 1.504
70 C 5.605 2.721 -1.162  N69 1.460, C71 1.531, H79 1.090, H80 1.090
71 C 5.876 1.216 -1.075  C70 1.531, H81 1.090, H82 1.090, H83 1.090
72 C 6.226 4.973 -0.467  N69 1.504, C73 1.481, H84 1.090, H85 1.090
73 C 4.897 5.606 -0.625  C72 1.481, H86 1.090, H87 1.090, H88 1.090
74 H 6.080 5.119 2.392  C67 1.090
75 H 7.302 3.927 2.266  C67 1.090
76 H 5.952 3.759 3.426  C67 1.090
77 H 5.519 2.314 1.470  C68 1.090
78 H 4.437 3.715 1.271  C68 1.090
79 H 4.557 3.012 -1.230  C70 1.090
80 H 6.120 2.986 -2.086  C70 1.090
81 H 5.675 0.808 -0.084  C71 1.090
82 H 5.439 0.633 -1.886  C71 1.090
83 H 6.937 1.057 -1.266  C71 1.090
84 H 6.780 5.150 -1.389  C72 1.090
85 H 6.751 5.549 0.296  C72 1.090
86 H 4.214 5.087 -1.297  C73 1.090
87 H 5.040 6.593 -1.065  C73 1.090
88 H 4.338 5.811 0.288  C73 1.090
89 C -4.706 -4.344 -3.922  C90 1.524, H96 1.090, H97 1.090, H98 1.090
90 C -4.166 -2.986 -3.488  C89 1.524, N91 1.463, H99 1.090, H100 1.090
91 N -5.111 -1.975 -3.015  C90 1.463, C92 1.442, C94 1.449
92 C -6.211 -1.758 -3.920  N91 1.442, C93 1.538, H101 1.090, H102 1.090
93 C -7.331 -1.075 -3.119  C92 1.538, H103 1.090, H104 1.090, H105 1.090
94 C -4.394 -0.799 -2.567  N91 1.449, C95 1.499, H106 1.090, H107 1.090
95 C -3.745 0.027 -3.637  C94 1.499, H108 1.090, H109 1.090, H110 1.090
96 H -5.504 -4.728 -3.286  C89 1.090
97 H -3.933 -5.103 -4.041  C89 1.090
98 H -5.170 -4.211 -4.899  C89 1.090
99 H -3.515 -3.337 -2.686  C90 1.090
100 H -3.498 -2.637 -4.276  C90 1.090
101 H -5.941 -1.020 -4.676  C92 1.090
102 H -6.575 -2.649 -4.431  C92 1.090
103 H -8.224 -0.939 -3.730  C93 1.090
104 H -7.648 -1.547 -2.188  C93 1.090
105 H -7.089 -0.049 -2.844  C93 1.090
106 H -3.663 -1.109 -1.820  C94 1.090
107 H -5.050 -0.174 -1.961  C94 1.090
108 H -3.004 -0.403 -4.311  C95 1.090
109 H -3.201 0.866 -3.203  C95 1.090
110 H -4.461 0.455 -4.338  C95 1.090
111 C 2.309 -2.679 4.524  C112 1.563, H118 1.090, H119 1.090, H120 1.090
112 C 2.106 -1.964 3.149  C111 1.563, N113 1.542, H121 1.090, H122 1.090
113 N 2.811 -0.617 2.895  C112 1.542, C114 1.492, C116 1.497
114 C 1.993 0.481 3.489  N113 1.492, C115 1.557, H123 1.090, H124 1.090
115 C 2.655 1.865 3.226  C114 1.557, H125 1.090, H126 1.090, H127 1.090
116 C 4.280 -0.556 3.172  N113 1.497, C117 1.546, H128 1.090, H129 1.090
117 C 5.048 -1.653 2.398  C116 1.546, H130 1.090, H131 1.090, H132 1.090
118 H 1.789 -3.627 4.660  C111 1.090
119 H 1.898 -2.027 5.296  C111 1.090
120 H 3.361 -2.818 4.771  C111 1.090
121 H 2.448 -2.675 2.397  C112 1.090
122 H 1.028 -1.857 3.024  C112 1.090
123 H 0.948 0.428 3.183  C114 1.090
124 H 1.994 0.366 4.573  C114 1.090
125 H 3.510 2.135 3.845  C115 1.090
126 H 2.960 1.913 2.180  C115 1.090
127 H 1.890 2.619 3.413  C115 1.090
128 H 4.369 -0.742 4.242  C116 1.090
129 H 4.716 0.428 2.995  C116 1.090
130 H 5.029 -1.584 1.311  C117 1.090
131 H 4.778 -2.670 2.683  C117 1.090
132 H 6.106 -1.491 2.605  C117 1.090
133 C 2.096 0.412 -0.681  N134 1.418, H138 1.090, H139 1.090, H140 1.090
134 N 1.296 -0.127 0.357  C133 1.418, C135 1.328, H141 1.010
135 C -0.021 -0.294 0.296  N134 1.328, C136 1.535, O137 1.232
136 C -0.776 -0.184 -1.037  C135 1.535, H142 1.090, H143 1.090, H144 1.090
137 O -0.612 -0.717 1.290  C135 1.232
138 H 2.217 -0.494 -1.275  C133 1.090
139 H 2.997 0.917 -0.330  C133 1.090
140 H 1.606 1.152 -1.313  C133 1.090
141 H 1.704 -0.306 1.264  N134 1.010
142 H -1.512 -0.985 -1.101  C136 1.090
143 H -0.051 -0.232 -1.849  C136 1.090
144 H -1.255 0.794 -1.018  C136 1.090

Calculated values
Kohn-Sham gap in hartree: 0.3027
Net charge: 0
E_LUMO in eV: 0.63
SMILES: CCN(CC)CC.CCN(CC)CC.CCN(CC)CC.CCN(CC)CC.CCN(CC)CC.CCN(CC)CC.CNC(C)=O



Below is a cluster of 2 separate species, C10H16O in total, with properties calculated with wB97M-V/def2-TZVPD.

Bonds (Å) are listed after each position.
Element x y z (Å)
1 C -3.435 -0.095 0.298  C2 1.545, H10 1.119, H11 1.214, H12 1.014
2 C -2.095 -0.304 1.038  C1 1.545, C3 1.558, H13 1.132, H14 1.121
3 C -0.939 0.592 0.501  C2 1.558, C4 1.392, C9 1.413
4 C -0.174 0.309 -0.628  C3 1.392, C5 1.359, H15 1.116
5 C 0.739 1.182 -1.131  C4 1.359, C6 1.428, H16 1.083
6 C 0.928 2.427 -0.457  C5 1.428, O7 1.374, C8 1.400
7 O 1.832 3.178 -1.168  C6 1.374, H17 0.931
8 C 0.318 2.661 0.782  C6 1.400, C9 1.396, H18 1.068
9 C -0.621 1.744 1.255  C3 1.413, C8 1.396, H19 1.147
10 H -3.274 -0.319 -0.787  C1 1.119
11 H -3.905 1.024 0.310  C1 1.214
12 H -4.177 -0.595 0.775  C1 1.014
13 H -2.304 -0.161 2.141  C2 1.132
14 H -1.709 -1.324 0.777  C2 1.121
15 H -0.323 -0.718 -1.038  C4 1.116
16 H 1.348 0.956 -1.996  C5 1.083
17 H 1.717 3.286 -2.086  O7 0.931
18 H 0.293 3.581 1.324  C8 1.068
19 H -1.281 1.984 2.162  C9 1.147
20 C 2.637 -2.537 -0.914  C21 1.555, H22 1.045, H23 1.087, H24 1.124
21 C 1.748 -2.333 0.346  C20 1.555, H25 1.090, H26 1.189, H27 1.100
22 H 3.152 -3.442 -1.008  C20 1.045
23 H 1.952 -2.521 -1.758  C20 1.087
24 H 3.439 -1.751 -0.856  C20 1.124
25 H 1.021 -1.529 0.230  C21 1.090
26 H 0.942 -3.183 0.553  C21 1.189
27 H 2.172 -2.113 1.337  C21 1.100

Calculated values
Kohn-Sham gap in hartree: 0.3425
Net charge: 0
E_LUMO in eV: 0.87
SMILES: CCc1ccc(O)cc1.CC



Below is the ion C7H15N2O with charge +1, with properties calculated with wB97M-V/def2-TZVPD.

Bonds (Å) are listed after each position.
Element x y z (Å)
1 C 2.889 1.767 1.435  C2 1.335, H11 1.106, H12 1.068
2 C 1.723 1.367 1.948  C1 1.335, C3 1.527, H13 1.066
3 C 1.114 0.040 1.502  C2 1.527, C4 1.526, H14 1.209, H15 0.985
4 C 1.022 -0.040 -0.019  C3 1.526, C5 1.506, H16 1.155, H17 1.109
5 C 0.051 -1.126 -0.398  C4 1.506, C6 1.504, N7 1.270
6 C 0.229 -2.577 -0.046  C5 1.504, H18 1.108, H19 1.118, H20 1.080
7 N -1.043 -0.885 -0.996  C5 1.270, C8 1.652
8 C -1.606 0.543 -1.606  N7 1.652, N9 1.538, O10 1.296, H21 1.122
9 N -3.081 0.120 -1.722  C8 1.538, H22 1.057, H23 1.067, H24 1.056
10 O -1.571 1.565 -0.809  C8 1.296, H25 0.938
11 H 3.411 2.678 1.780  C1 1.106
12 H 3.352 1.189 0.665  C1 1.068
13 H 1.183 1.898 2.699  C2 1.066
14 H 1.670 -0.888 2.042  C3 1.209
15 H 0.218 0.070 1.910  C3 0.985
16 H 0.737 0.972 -0.496  C4 1.155
17 H 2.009 -0.107 -0.522  C4 1.109
18 H 1.231 -2.968 -0.312  C6 1.108
19 H 0.102 -2.768 1.049  C6 1.118
20 H -0.475 -3.172 -0.608  C6 1.080
21 H -1.365 0.971 -2.614  C8 1.122
22 H -3.346 0.060 -0.700  N9 1.057
23 H -3.230 -0.911 -1.951  N9 1.067
24 H -3.519 0.872 -2.320  N9 1.056
25 H -1.706 1.330 0.089  O10 0.938

Calculated values
Kohn-Sham gap in hartree: 0.3306
Net charge: +1
E_LUMO in eV: -3.47
SMILES: C=CCC/C(C)=N\[C@@H]([NH3+])O



Below is the molecule C3H4FNO, with properties calculated with wB97M-V/def2-TZVPD.

Bonds (Å) are listed after each position.
Element x y z (Å)
1 O -3.064 -0.040 -0.109  C2 1.241
2 C -1.872 -0.326 0.083  O1 1.241, N3 1.349, H7 1.193
3 N -0.755 0.409 0.268  C2 1.349, C4 1.483, H8 1.152
4 C 0.561 -0.235 0.036  N3 1.483, C5 1.394, H9 1.171
5 C 1.810 0.382 0.071  C4 1.394, F6 1.288, H10 1.172
6 F 2.872 -0.340 -0.030  C5 1.288
7 H -1.349 -1.398 0.042  C2 1.193
8 H -0.759 1.471 -0.179  N3 1.152
9 H 0.544 -1.404 0.105  C4 1.171
10 H 2.013 1.480 -0.286  C5 1.172

Calculated values
Kohn-Sham gap in hartree: 0.3719
Net charge: 0
E_LUMO in eV: 0.82
SMILES: O=CN/C=C/F



Below is a cluster of 11 separate species, C3H27NO11S in total, with properties calculated with wB97M-V/def2-TZVPD.

Bonds (Å) are listed after each position.
Element x y z (Å)
1 C -2.478 0.018 0.506  C2 1.550, C4 1.534, H7 1.115, H8 1.101
2 C -2.412 -0.883 1.766  C1 1.550, S3 1.826, H9 1.135, H10 1.138
3 S -3.314 -2.450 1.511  C2 1.826, H11 1.378
4 C -1.144 0.752 0.322  C1 1.534, N5 1.361, O6 1.218
5 N -0.218 0.252 -0.541  C4 1.361, H12 1.033, H13 1.033
6 O -0.964 1.901 0.685  C4 1.218
7 H -2.690 -0.729 -0.295  C1 1.115
8 H -3.283 0.768 0.526  C1 1.101
9 H -1.302 -1.007 1.969  C2 1.135
10 H -2.797 -0.398 2.721  C2 1.138
11 H -3.979 -2.145 0.343  S3 1.378
12 H -0.006 -0.703 -0.871  N5 1.033
13 H 0.512 0.955 -0.743  N5 1.033
14 H 1.855 2.175 0.574  O16 0.967
15 H 1.573 3.296 1.614  O16 0.961
16 O 2.118 2.526 1.436  H14 0.967, H15 0.961
17 H -1.367 -3.096 -1.381  O19 0.963
18 H 0.087 -3.587 -1.360  O19 0.957
19 O -0.509 -2.984 -1.805  H17 0.963, H18 0.957
20 H 2.385 -2.450 2.685  O22 0.966
21 H 2.003 -1.226 1.764  O22 0.993
22 O 1.664 -2.067 2.168  H20 0.966, H21 0.993
23 H 1.672 2.011 -2.162  O25 0.994
24 H 0.903 2.591 -0.923  O25 0.955
25 O 1.779 2.439 -1.272  H23 0.994, H24 0.955
26 H 2.368 -2.702 -0.716  O28 0.954
27 H 1.629 -2.373 0.582  O28 1.004
28 O 1.531 -2.356 -0.417  H26 0.954, H27 1.004
29 H 2.685 0.863 1.862  O31 0.990
30 H 3.468 0.693 0.484  O31 0.952
31 O 3.233 0.260 1.299  H29 0.990, H30 0.952
32 H -0.459 -1.592 -4.307  O34 0.966
33 H -0.567 -1.750 -2.903  O34 0.976
34 O -0.638 -1.023 -3.549  H32 0.966, H33 0.976
35 H 1.413 1.108 3.725  O37 0.985
36 H 0.627 -0.106 3.191  O37 0.955
37 O 0.981 0.738 2.921  H35 0.985, H36 0.955
38 H -2.454 2.684 0.336  O40 0.988
39 H -2.165 3.896 -0.239  O40 0.977
40 O -2.994 3.414 -0.052  H38 0.988, H39 0.977
41 H 0.675 0.889 -4.506  O43 0.960
42 H -0.009 0.284 -3.371  O43 1.043
43 O 0.587 1.115 -3.577  H41 0.960, H42 1.043

Calculated values
2S+1: 2
Kohn-Sham gap (alpha / beta) in hartree: 0.3176 / 0.1292
Net charge: +1
E_LUMO (alpha / beta) in eV: -4.44 / -9.57



Below is the molecule C3H6O, with properties calculated with wB97M-V/def2-TZVPD.

Bonds (Å) are listed after each position.
Element x y z (Å)
1 C -1.781 -0.580 -0.267  C2 1.335, H5 1.080, H6 1.085
2 C -0.447 -0.581 -0.238  C1 1.335, C3 1.503, H7 1.079
3 C 0.317 0.656 0.144  C2 1.503, O4 1.438, H8 1.092, H9 1.087
4 O 1.698 0.361 0.413  C3 1.438, H10 0.976
5 H -2.371 -1.481 -0.355  C1 1.080
6 H -2.321 0.359 -0.202  C1 1.085
7 H 0.041 -1.521 -0.446  C2 1.079
8 H 0.242 1.450 -0.601  C3 1.092
9 H -0.088 0.995 1.095  C3 1.087
10 H 2.141 0.337 -0.456  O4 0.976

Calculated values
Kohn-Sham gap in hartree: 0.3943
Net charge: 0
E_LUMO in eV: 1.02
SMILES: C=CCO



Here are the calculated molecular weight numbers, same order: 680.25; 152.24; 143.21; 89.07; 285.31; 58.08 (g mol⁻¹).
Here are the calculated maximum force numbers, same order: 2.63; 4.86; 5.09; 5.93; 2.87; 1.53 (eV/A).